Entry from the Open Molecules 2025 dataset: a 2-piece molecular cluster, C16H13FN3O6S3 overall at a distorted geometry (ωB97M-V/def2-TZVPD).

ORCA input file:
```
! wB97M-V def2-TZVPD RIJCOSX def2/J DEFGRID3
* xyz -1 1
C 5.347 -4.452 4.851
O 2.196 -6.203 3.585
H -2.187 -0.486 3.743
C -0.206 -1.782 7.931
C -1.338 -0.594 3.040
H 3.770 -5.764 8.176
O 0.863 -1.469 8.425
C 5.520 -4.869 7.235
C 1.035 -0.751 1.609
O 0.228 -4.459 1.969
H -3.743 -2.558 6.738
S 1.309 -3.528 1.729
H -0.932 0.153 7.800
H 5.804 -4.126 3.918
F -0.083 -3.141 6.085
H 1.991 -0.807 1.093
C -0.853 0.547 2.393
C 0.488 -1.929 2.139
C 6.080 -4.364 6.047
C 3.458 -5.365 6.055
H -1.436 1.474 2.450
C -2.357 -1.033 6.859
C 0.376 0.483 1.714
H -1.233 -2.740 3.194
N 2.624 -3.817 2.659
H 2.419 -5.691 6.063
S -3.165 0.154 5.979
O 4.323 -5.570 2.365
C 4.033 -4.943 4.840
N -2.770 -2.360 6.975
H 0.077 -3.973 7.909
N -1.188 -0.816 7.585
O 1.811 -3.260 0.396
C -1.976 -3.474 7.337
H 7.090 -3.927 6.046
C 4.207 -5.367 7.245
C -0.502 -3.176 7.428
H 0.810 1.390 1.269
S 3.206 -5.231 3.223
C -0.742 -1.844 2.820
H 6.099 -4.878 8.163
O -2.390 -4.627 7.374
*
```

Results
* E_HOMO: -5.24 eV

Entry from the Open Molecules 2025 dataset: C42H54IIrN8O2P as an isolated structure (ωB97M-V/def2-TZVPD).

ORCA input file:
```
! wB97M-V def2-TZVPD RIJCOSX def2/J DEFGRID3
* xyz 2 6
H -6.371 1.852 0.421
H -6.608 1.202 -1.195
C -2.510 3.808 1.152
O 2.615 -5.280 0.613
N -1.849 1.159 -0.017
N 2.837 2.362 -1.005
H -0.544 -4.563 1.680
C -2.607 2.424 3.182
H 1.987 -5.873 0.190
C 5.736 3.780 0.825
C 4.779 2.829 0.542
C -1.384 -4.653 -0.297
H -5.267 3.622 1.303
H -1.387 -0.691 1.767
C 2.221 -0.075 2.900
H -4.658 4.029 2.897
C -3.795 -1.558 0.680
C 3.411 -2.416 -3.474
C -3.566 -0.427 1.693
C 4.928 5.278 -0.917
N 2.950 4.247 -2.145
C 3.649 -1.966 3.039
C -4.380 2.714 -1.333
H -4.805 -1.343 3.153
H 3.946 -0.642 -4.564
H -1.503 3.459 0.913
C -4.548 1.326 -0.694
C 3.886 3.117 -0.487
H -0.846 1.036 -3.032
C 3.582 -4.134 -1.330
H 3.830 -5.574 -2.876
N 2.963 -1.170 0.811
H -2.110 -4.517 -2.321
H 2.250 -1.106 -4.719
C 3.386 -1.850 -2.149
H -3.155 1.760 3.844
H 4.993 6.205 -1.471
H -5.380 2.451 2.627
C 3.666 -4.533 -2.630
C 2.316 3.066 -1.975
C 1.165 2.557 -2.788
C 3.396 -2.739 -1.057
H 0.226 2.899 -2.342
C 3.272 -1.495 -4.650
C 2.211 0.036 4.284
C 2.917 -1.084 2.236
C 3.193 -2.355 0.305
C -1.545 -4.046 -1.527
H -1.606 2.025 3.022
H -4.627 0.376 3.450
C -6.007 1.111 -0.287
H -2.409 4.649 1.839
C -0.191 -2.201 -0.675
H 4.215 -2.580 4.999
H -4.999 2.736 -2.231
H -3.000 -1.621 -0.063
H -3.349 2.904 -1.637
H 6.578 5.701 0.356
H -3.084 -0.006 -1.714
H -5.701 -0.196 2.170
H -4.319 0.707 -2.744
O 3.324 -0.563 -2.031
H 0.069 0.147 -4.248
C 3.638 -1.874 4.419
H -1.836 -5.620 -0.123
H 4.272 -2.718 2.578
C 0.029 0.395 -3.182
I 1.102 1.354 1.857
H 2.052 0.733 -3.136
C -4.754 3.218 2.172
C 3.759 -5.156 -0.237
H 2.732 4.945 -2.836
H -4.758 -1.491 0.180
P -3.383 1.194 0.771
C 5.807 4.986 0.105
C 2.917 -0.873 5.052
H 1.659 0.837 4.757
H 6.455 3.596 1.611
C -0.646 -4.048 0.735
N 3.543 -3.693 -3.693
N -0.903 -1.911 -2.750
C -0.939 -2.805 -1.685
C -0.169 -0.844 -2.358
C -0.039 -2.820 0.564
H 4.009 -6.117 -0.689
H 0.526 -2.354 1.361
H 3.165 -3.192 0.995
H 3.488 -2.041 -5.564
H -6.186 0.117 0.116
H 4.592 -4.882 0.414
H 2.921 -0.784 6.129
H -2.496 3.378 3.701
N 1.204 1.102 -2.706
H -2.973 4.180 0.244
C -4.135 0.278 -1.758
H -1.337 -2.033 -3.650
H -2.074 -0.111 3.289
H 1.213 2.948 -3.811
C 3.965 4.314 -1.194
Ir 2.068 0.319 -0.501
H 4.725 1.893 1.085
H -4.726 -0.631 -1.680
C -3.339 2.722 1.866
H -4.713 3.527 -0.694
C -2.252 -0.746 2.428
N 0.290 -0.977 -1.140
C -4.747 -0.367 2.666
H -3.784 -2.494 1.241
H -2.327 -1.775 2.785
*
```

Results
* expectation value of S²: 8.77
* E_HOMO (spin up / spin down): -11.12 / -11.99 eV

Entry from the Open Molecules 2025 dataset: C39H41BrF5N7O5PRbS2Se as an isolated structure (ωB97M-V/def2-TZVPD).

ORCA input file:
```
! wB97M-V def2-TZVPD RIJCOSX def2/J DEFGRID3
* xyz -2 1
C -1.330 -2.176 -1.550
C 1.315 -0.180 8.912
C -3.223 4.965 -0.534
C 1.229 -2.972 -5.258
O 2.118 -1.142 -0.778
C -3.626 5.186 1.823
C 1.263 -3.792 -6.370
H -3.600 4.915 -1.548
C -4.523 -1.720 1.899
C 1.923 -3.393 -4.125
H -1.327 -1.669 -3.665
H 0.362 3.453 -5.839
N -3.654 0.705 0.683
C -2.964 1.504 -0.303
C -2.259 5.063 2.026
Se 0.656 -0.283 4.772
H 4.547 -2.445 2.734
H -1.874 5.099 3.037
H -5.241 -2.015 2.667
N -3.554 -0.800 2.466
H -2.265 -2.734 -1.588
C -4.842 1.366 1.194
H -2.182 0.912 -0.771
N -5.209 5.505 3.830
C 2.629 -4.607 -4.133
F 0.585 -0.435 10.017
C -5.512 5.256 0.222
C 0.758 -0.326 7.654
H -2.150 -0.644 4.020
H 2.346 1.950 -5.279
C 1.966 -5.003 -6.364
C -1.221 2.379 -4.834
H -2.164 -2.226 3.219
H -1.107 -0.481 2.165
H -5.634 1.348 0.442
C 2.663 -5.434 -5.247
N 3.197 -4.709 -2.879
H 4.366 -5.144 -0.556
C -1.847 4.807 -0.349
Br 5.604 -5.110 2.086
S 0.351 4.860 1.390
H 2.912 0.778 3.033
F 3.576 0.576 5.592
H 2.956 -0.891 3.567
H 4.461 -0.127 2.928
N -1.577 0.139 1.509
H -1.021 4.445 -5.341
F 3.189 0.379 10.270
C 3.057 1.668 -4.508
H -4.622 2.413 1.432
C 3.270 -3.286 -0.827
H 3.793 -5.444 -2.547
F 4.656 0.868 8.006
H 0.697 -2.033 -5.256
O -0.424 1.240 -4.412
H -2.507 2.396 0.134
H 1.929 -0.108 -3.996
N -6.630 5.345 -0.039
P -0.140 1.187 -2.796
H -1.276 -1.658 -0.593
C 1.459 -0.080 6.469
C 2.906 -2.073 -0.234
H -4.037 -2.633 1.520
C 3.373 -0.186 2.848
C -4.122 5.150 0.508
H -1.978 2.590 -4.076
H 1.759 -1.426 -1.655
C 2.634 0.229 9.047
C 2.834 -3.576 -2.185
C 4.190 -2.663 1.742
O -0.045 -0.455 -2.615
C -1.272 -1.177 -2.687
C 2.417 0.733 -3.503
H 3.204 -6.371 -5.249
H -3.489 -1.759 4.300
H 0.736 -3.494 -7.267
H 1.964 -5.617 -7.254
C -4.503 5.359 2.933
C 4.088 -4.194 -0.124
H -5.191 0.875 2.098
H -5.060 -1.253 1.079
H -2.117 -0.480 -2.624
S -0.877 4.463 -1.739
F -0.522 -0.736 7.611
N 2.069 -2.776 -2.900
Rb 0.824 1.625 0.278
C -2.850 0.006 1.560
O 1.464 1.444 -2.700
H 3.400 2.573 -4.011
C 3.396 -1.755 1.061
H 3.160 0.327 -2.815
H -0.503 -2.878 -1.619
C 4.521 -3.875 1.132
H -1.712 2.054 -5.756
C -0.378 3.615 -5.056
C 2.783 0.323 6.656
C 3.368 0.480 7.900
H 0.122 3.907 -4.136
H -3.678 1.824 -1.063
C -1.331 4.901 0.988
O 3.005 -0.546 1.524
H 3.914 1.185 -4.981
C -2.793 -1.385 3.548
*
```

Results
* E_HOMO: -1.22 eV
* energy relative to the best compared isomer or geometry (same formula, charge and spin): 28.81 kcal per mole

Entry from the Open Molecules 2025 dataset: one molecule with the formula C3H9NO2S at a distorted geometry (ωB97M-V/def2-TZVPD).

ORCA input file:
```
! wB97M-V def2-TZVPD RIJCOSX def2/J DEFGRID3
* xyz 0 1
H 1.748 -0.124 -0.949
H -0.229 -2.689 0.715
H 1.014 0.413 1.410
S -0.821 -0.307 0.099
C 0.537 0.830 0.530
H 0.095 1.802 0.746
C -2.113 0.016 1.082
H 0.471 -2.298 -0.700
H 2.406 1.427 -0.376
O -1.124 -0.210 -1.311
C 1.488 0.903 -0.659
N 0.384 -2.012 0.270
H -3.046 -0.405 0.749
O 0.941 1.618 -1.724
H -1.887 -0.114 2.125
H 0.138 1.151 -2.007
*
```

Results
* SMILES: C=[S@@](N)(=O)CCO
* E_HOMO: -8.85 eV
* energy relative to the best compared isomer or geometry (same formula, charge and spin): 109.99 kcal per mole

Entry from the Open Molecules 2025 dataset: one molecule with the formula C4H8O2 (ωB97M-V/def2-TZVPD).

ORCA input file:
```
! wB97M-V def2-TZVPD RIJCOSX def2/J DEFGRID3
* xyz 0 1
O -2.315 0.147 -0.954
C -1.211 -0.002 -0.086
C 1.305 -0.414 0.029
H -1.455 -0.840 0.577
C 1.118 1.079 1.914
H 0.250 0.501 -1.592
H -2.230 1.003 -1.393
H 0.662 0.109 2.279
C 0.077 -0.294 -0.855
H 1.193 -1.192 0.796
H 2.205 -0.607 -0.560
H -0.048 -1.229 -1.413
O 1.534 0.850 0.708
H -1.085 0.889 0.549
*
```

Results
* E_HOMO: -8.71 eV
* energy relative to the best compared isomer or geometry (same formula, charge and spin): 95.62 kcal per mole

Entry from the Open Molecules 2025 dataset: C38H36ClINO3PbSi2 as an isolated structure (ωB97M-V/def2-TZVPD).

ORCA input file:
```
! wB97M-V def2-TZVPD RIJCOSX def2/J DEFGRID3
* xyz -1 1
C 2.874 0.475 2.610
H 3.993 0.379 5.838
H -4.239 2.037 1.905
Pb 1.270 1.257 -0.020
H -4.716 -0.912 0.892
H -2.660 -1.685 -4.437
H -3.972 2.112 -3.019
C 6.230 2.138 2.206
C -0.867 2.911 4.171
O -0.554 0.066 0.360
C -1.911 -2.442 1.985
H 4.926 2.200 -0.901
H -1.572 -4.119 -1.832
O 1.899 0.109 1.878
C -5.111 2.769 0.096
C -3.173 1.312 0.189
H -0.855 -2.254 2.137
Si 2.412 0.202 -2.311
H -1.290 2.847 6.276
H -2.843 -0.385 3.955
H -2.329 0.825 -1.720
C 5.143 1.514 2.857
C 6.167 2.379 0.865
C -1.590 -2.102 -2.635
C 1.090 0.015 -4.899
H -1.791 -4.472 2.658
H 0.273 -2.550 -6.957
H -5.654 -3.130 1.399
C 5.005 2.010 0.163
C 4.029 1.162 2.061
H 7.103 2.412 2.782
C -2.435 -3.692 2.273
C -1.031 2.276 2.951
H 4.635 -0.356 -1.246
H 3.371 1.970 -3.832
C 0.589 -0.649 -6.010
C -1.346 -3.096 -1.531
H -0.298 3.829 4.232
H 4.084 -1.668 -2.269
N 3.980 1.434 0.738
Si -1.922 0.263 1.142
C -2.715 -1.416 1.482
H 1.785 2.468 -3.234
H 1.314 -3.818 -5.098
C 1.249 -2.738 -5.051
C -4.601 -2.939 1.567
H -2.568 0.737 6.121
H 4.774 -0.226 -3.008
H 3.178 2.620 -2.199
C 5.102 1.212 4.237
C -5.043 2.793 -1.289
H -5.884 3.327 0.611
C 4.144 -0.583 -2.190
C -1.743 1.080 2.838
O -0.972 -1.068 -2.689
C 1.747 -2.063 -3.948
H 0.131 -0.084 -6.814
H -4.196 -4.921 2.282
Cl 6.455 1.633 5.262
C -4.068 -1.687 1.286
H -0.583 2.717 2.069
C 0.664 -2.030 -6.092
C -1.423 2.360 5.318
I 1.272 -0.694 4.848
H 0.998 1.092 -4.858
H -3.631 -2.440 -3.147
H -1.997 -2.834 -0.695
C -4.182 2.037 0.822
H -0.320 -3.005 -1.184
H 2.176 -2.641 -3.139
C 1.678 -0.672 -3.839
C 2.918 0.237 3.984
C -2.138 1.177 5.230
H -2.500 -3.425 -4.065
C -3.784 -3.944 2.062
C -4.040 2.088 -1.938
C 4.011 0.595 4.779
C -3.116 1.358 -1.205
C -2.660 -2.431 -3.647
C 2.721 1.979 -2.954
C -2.292 0.547 4.002
H 6.988 2.846 0.340
H -5.763 3.367 -1.859
*
```

Results
* E_HOMO: -4.03 eV
* energy relative to the best compared isomer or geometry (same formula, charge and spin): 14.97 kcal per mole

Entry from the Open Molecules 2025 dataset: C8H10BF4NPb as an isolated structure at a distorted geometry (ωB97M-V/def2-TZVPD).

ORCA input file:
```
! wB97M-V def2-TZVPD RIJCOSX def2/J DEFGRID3
* xyz -2 1
H 0.312 2.916 -3.405
C -1.194 2.226 -1.238
B 0.387 0.017 3.675
H -2.202 -1.349 -2.122
F 0.984 0.032 4.898
N 0.934 1.571 -0.300
H 1.968 2.334 -2.695
Pb -0.555 0.361 0.944
C 0.894 2.465 -2.602
H 0.327 -0.942 -2.976
C 0.039 -1.409 -2.033
H -1.871 1.876 -2.017
C 0.147 -2.535 -0.026
H 1.813 1.132 -0.574
H -2.083 -2.699 0.229
C 0.212 2.115 -1.439
F -0.404 -1.138 3.423
H 0.532 -3.071 0.844
F 1.375 0.071 2.578
C -1.230 -2.334 -0.347
H -1.569 2.799 -0.388
H 2.015 -2.017 -1.164
F -0.465 1.176 3.448
C 0.929 -1.970 -1.074
C -1.294 -1.629 -1.585
*
```

Results
* E_HOMO: 0.88 eV

Entry from the Open Molecules 2025 dataset: a 2-piece molecular cluster, C5H16NO overall at a distorted geometry (ωB97M-V/def2-TZVPD).

ORCA input file:
```
! wB97M-V def2-TZVPD RIJCOSX def2/J DEFGRID3
* xyz 1 1
C 1.622 -1.823 0.530
H -1.809 2.016 -1.106
H -0.560 -0.591 1.697
H -1.215 -1.839 0.540
H 0.817 -2.322 -1.888
H 1.174 0.278 0.040
H -0.647 0.974 -1.660
C -1.638 0.167 -0.012
H 2.525 -2.061 0.058
H 1.142 -2.748 0.634
C 0.459 -1.087 -1.574
C -0.585 -0.842 0.619
H 1.091 3.163 1.198
H -0.621 1.849 -0.167
C 0.710 -0.776 -0.185
N -1.106 1.356 -0.819
H 1.928 -1.335 1.449
H -2.157 0.623 0.785
O 0.577 2.331 1.283
H -2.315 -0.391 -0.604
H 0.587 -0.394 -2.445
H 0.395 2.216 2.228
H -0.613 -1.411 -1.567
*
```

Results
* E_HOMO: -14.26 eV
* energy relative to the best compared isomer or geometry (same formula, charge and spin): 58.05 kcal per mole

Number 1: energy -2527.686256 hartree. Number 2: energy -2964.180781 hartree. Number 3: energy -8907.004657 hartree. Number 4: energy -722.993067 hartree. Number 5: energy -307.560047 hartree. Number 6: energy -3280.050881 hartree. Number 7: energy -982.898908 hartree. Number 8: energy -329.788333 hartree.